(1)
Molecular formula: C31H26F5N3O4STi
Method: DFT, ωB97M-V/def2-TZVPD

Structure (XYZ):
```
71
C31H26F5N3O4STi (ωB97M-V/def2-TZVPD)
Ti 0.19136 -0.06317 0.15196
O -0.92174 4.47354 -2.35766
C -1.97180 3.68690 -2.63282
C -3.13039 4.29248 -3.13162
C -4.22959 3.52820 -3.46672
C -4.21105 2.14263 -3.31686
C -3.06827 1.54640 -2.81162
C -1.95001 2.29636 -2.45629
C -0.78087 1.59059 -1.85838
O -0.87319 0.33869 -1.60830
N 0.28464 2.31284 -1.60885
N 1.22452 1.47372 -0.98319
C 2.45682 1.77231 -1.12942
C 3.51935 0.93435 -0.61700
C 4.84500 1.34281 -0.82539
C 5.90689 0.56990 -0.41745
C 5.63548 -0.65445 0.21236
C 4.34906 -1.08170 0.42551
C 3.23893 -0.29894 0.01980
O 2.04036 -0.74285 0.23830
H -0.17586 3.87347 -2.09042
H -3.12948 5.36803 -3.25124
H -5.11541 4.01655 -3.85670
H -5.07051 1.54384 -3.58751
H -3.01210 0.47440 -2.66716
H 2.71443 2.66890 -1.69444
H 5.01919 2.29182 -1.32192
H 6.92526 0.89621 -0.58042
H 6.46237 -1.27668 0.53765
H 4.13351 -2.02479 0.91110
F 1.79707 0.82778 2.60597
C 0.50731 1.02112 2.12956
F 0.46126 2.39185 1.81967
C -0.36268 0.92809 3.41871
F -0.73922 -0.34996 3.65567
F -1.47890 1.66155 3.35528
F 0.29207 1.33168 4.52591
N -0.29125 -1.88509 0.42266
C 0.13499 -3.05747 0.28072
C 0.82707 -3.47051 -0.98065
C 0.46974 -2.85442 -2.17893
C 1.14842 -3.13491 -3.35372
C 2.20352 -4.03850 -3.35447
C 2.56754 -4.65807 -2.16754
C 1.88031 -4.38218 -0.99392
C 0.04247 -4.04052 1.41165
C -0.15190 -5.40449 1.19813
C -0.29374 -6.28005 2.26595
C -0.23116 -5.80173 3.56775
C -0.03255 -4.44505 3.79064
C 0.09953 -3.57139 2.72178
H -0.33552 -2.12945 -2.17317
H 0.85518 -2.63353 -4.26798
H 2.74265 -4.25008 -4.26951
H 3.40027 -5.35076 -2.14662
H 2.19165 -4.85644 -0.07107
H -0.20420 -5.77917 0.18276
H -0.45476 -7.33464 2.07792
H -0.33445 -6.48284 4.40367
H 0.02337 -4.06164 4.80205
H 0.24871 -2.51117 2.88476
C -4.49924 0.37413 0.52005
S -2.98312 -0.54993 0.44594
C -3.22533 -1.62327 1.84043
O -1.95454 0.46738 0.91481
H -5.33293 -0.26350 0.22269
H -4.39566 1.19338 -0.18969
H -4.64024 0.76370 1.52854
H -4.04672 -2.30474 1.61182
H -3.43964 -1.01690 2.72072
H -2.29425 -2.17261 1.96604
```

Computed properties:
- 2S+1 = 2
- HOMO (spin up / spin down) (eV) = -3.62 / -5.04
- charge = -1
- frontier orbital gap (spin up / spin down) (eV) = 5.89 / 7.31

---

(2)
Molecular formula: C31H26F9N6PPbS2Se
Method: DFT, ωB97M-V/def2-TZVPD

Structure (XYZ):
```
77
C31H26F9N6PPbS2Se (ωB97M-V/def2-TZVPD)
Pb 0.79509 0.63361 0.69047
C -2.43205 1.87426 -0.61543
N -1.20239 1.67455 -1.36791
C -1.37329 0.59203 -2.33129
C -0.06076 0.01324 -2.78720
C 0.43957 0.20135 -4.06359
C 1.63601 -0.41246 -4.41388
C 2.27209 -1.21068 -3.48118
C 1.69802 -1.34284 -2.22367
N 0.56618 -0.73677 -1.87566
C -0.77378 2.92163 -2.00074
C 0.71170 3.09641 -2.23191
C 1.17294 3.60878 -3.43800
C 2.52775 3.86679 -3.58289
C 3.37509 3.60762 -2.52130
C 2.83166 3.08061 -1.35716
N 1.53111 2.83093 -1.21783
C -2.25432 2.63788 0.67812
C -3.36368 2.87468 1.48311
C -3.17655 3.50877 2.69714
C -1.89606 3.90150 3.05780
C -0.85711 3.64385 2.18046
N -1.03012 3.02143 1.01256
H -2.83703 0.89132 -0.36784
H -3.19604 2.38702 -1.22860
H -1.96937 0.90699 -3.20576
H -1.91100 -0.21025 -1.82822
H -0.10110 0.82055 -4.76773
H 2.05942 -0.26662 -5.39963
H 3.20416 -1.71271 -3.69886
H 2.16725 -1.96113 -1.46276
H -1.08953 3.74172 -1.35552
H -1.28967 3.04984 -2.96726
H 0.48042 3.79680 -4.24956
H 2.91292 4.26255 -4.51482
H 4.43751 3.79896 -2.58045
H 3.45708 2.85586 -0.50137
H -4.34645 2.54388 1.16801
H -4.01509 3.68122 3.36033
H -1.69394 4.38296 4.00426
H 0.16028 3.92636 2.42253
S 3.82947 -0.15567 -0.02339
C 3.19611 -1.52899 0.71895
N 1.97062 -1.65695 1.18825
C 1.70957 -2.92942 1.66872
C 0.50609 -3.35640 2.22899
C 0.38404 -4.67344 2.63699
C 1.44395 -5.57182 2.50530
C 2.65120 -5.15563 1.96621
C 2.77532 -3.83657 1.55236
S 4.13490 -3.02474 0.83445
H -0.29411 -2.64086 2.36689
H -0.54709 -5.00740 3.07903
H 1.32795 -6.59676 2.83441
H 3.48220 -5.84343 1.87191
F 2.26721 2.05059 2.37933
P 3.17671 3.15658 3.22545
F 3.56769 2.00325 4.26918
F 1.86063 3.51804 4.09311
F 4.04400 4.24281 4.03603
F 2.74757 4.29045 2.13810
F 4.44326 2.78435 2.30132
F -3.32030 -6.31133 1.00263
C -4.10814 -5.39095 0.42061
F -5.26086 -5.35959 1.10876
F -4.39960 -5.85547 -0.81220
C -3.44030 -4.04646 0.35229
C -4.08483 -2.90172 0.78634
C -3.41181 -1.69404 0.66940
N -2.19553 -1.58544 0.14377
C -1.58366 -2.69714 -0.26008
C -2.16228 -3.95306 -0.17464
H -5.07280 -2.94377 1.22114
H -3.85355 -0.77485 1.03929
H -0.58283 -2.56929 -0.65488
H -1.62001 -4.83210 -0.49568
Se -1.14769 0.06476 2.66486
```

Computed properties:
- 2S+1 = 2
- HOMO (spin up / spin down) (eV) = -4.74 / -4.54
- charge = -1
- frontier orbital gap (spin up / spin down) (eV) = 6.84 / 6.09

---

(3)
Molecular formula: C31H26GeMoN5O3S2
Method: DFT, ωB97M-V/def2-TZVPD

Structure (XYZ):
```
69
C31H26GeMoN5O3S2 (ωB97M-V/def2-TZVPD)
Mo 1.18169 -0.87638 0.58217
N 4.65419 1.14592 2.56147
C 3.65699 0.37322 2.16017
S 3.26929 0.28452 0.44787
N 2.96819 -0.33808 2.99897
N 1.98069 -1.07018 2.49157
C 1.49119 -1.99128 3.29827
C 0.49949 -2.81468 2.71557
C -0.10641 -3.92308 3.31897
C -1.04121 -4.64308 2.60557
C -1.32241 -4.25918 1.29037
C -0.67081 -3.17328 0.74307
N 0.21019 -2.43408 1.43727
H 5.22329 1.63432 1.88827
H 4.93499 1.12742 3.53297
H 1.88439 -2.10778 4.29977
H 0.18449 -4.19528 4.32017
H -1.53381 -5.49628 3.04347
H -2.03351 -4.81488 0.70087
H -0.83051 -2.88698 -0.29353
O 1.63179 1.79072 -1.52743
C 1.45109 0.69462 -2.01713
N 0.96309 -0.34728 -1.28073
S 1.11479 -1.79738 -2.08683
O -0.18471 -2.35368 -2.28853
O 1.97109 -2.53728 -1.17343
C 1.79699 -1.10558 -3.58073
C 2.14369 -1.67998 -4.78153
C 2.50959 -0.82688 -5.82183
C 2.48859 0.55172 -5.66073
C 2.13659 1.11942 -4.44383
C 1.79839 0.27552 -3.39523
H 2.14009 -2.74928 -4.91663
H 2.79339 -1.25718 -6.77043
H 2.75109 1.19632 -6.48503
H 2.10699 2.18832 -4.29923
C 1.29099 2.86442 1.81967
Ge 0.13829 1.33982 1.25047
C -1.38621 1.22592 2.59827
C -1.48401 0.23582 3.55557
C -2.49341 0.30222 4.50717
C -3.40541 1.34132 4.47547
C -3.30691 2.32392 3.50827
C -2.30231 2.26262 2.55527
C -0.85541 1.92842 -0.35853
C -0.59101 3.18332 -0.89323
C -0.94131 3.50592 -2.19943
C -1.59001 2.58112 -2.98783
C -1.94481 1.31712 -2.47313
C -2.63321 0.36422 -3.25293
C -3.02441 -0.84188 -2.72073
C -2.74991 -1.13108 -1.38223
C -2.05351 -0.23278 -0.60343
C -1.61351 1.00032 -1.12443
H 0.68159 3.73002 2.07517
H 1.97959 3.13472 1.01967
H 1.86869 2.59472 2.70347
H -0.77081 -0.58188 3.58217
H -2.55831 -0.45928 5.26847
H -4.20071 1.38152 5.20457
H -4.00641 3.14362 3.47867
H -2.23251 3.02262 1.79197
H -0.05911 3.91162 -0.29833
H -0.67831 4.47142 -2.59963
H -1.86371 2.82662 -4.00143
H -2.85841 0.60592 -4.28153
H -3.55661 -1.55728 -3.32923
H -3.10111 -2.06068 -0.96023
H -1.91081 -0.43728 0.45767
```

Computed properties:
- 2S+1 = 4
- HOMO (spin up / spin down) (eV) = -13.75 / -13.80
- charge = +2
- frontier orbital gap (spin up / spin down) (eV) = 6.62 / 4.90

---

(4)
Molecular formula: C31H26IN3O5PtS
Method: DFT, ωB97M-V/def2-TZVPD

Structure (XYZ):
```
68
C31H26IN3O5PtS (ωB97M-V/def2-TZVPD)
Pt -0.17658 -2.18684 -0.99155
C -0.09609 3.74210 2.13899
O -0.04876 3.31175 3.49336
C 0.83677 2.33349 3.80294
C 1.78001 1.82886 2.91291
C 2.59788 0.77891 3.30244
C 2.50185 0.22942 4.57877
C 1.62131 0.80719 5.48659
C 0.78487 1.83876 5.10289
N 3.34052 -0.83910 5.08314
N 3.77825 -1.73862 4.33781
C 3.21453 -1.99753 3.04378
C 4.08882 -2.17288 2.00297
C 3.65975 -2.36111 0.68016
C 2.31916 -2.46327 0.37458
O 1.86779 -2.67485 -0.84123
C 1.40322 -2.37758 1.46608
N 0.08286 -2.51717 1.14517
C -0.83067 -2.47838 2.08740
C -0.49252 -2.33245 3.43823
C 0.81895 -2.18180 3.78591
C 1.82517 -2.16275 2.79132
H -0.96904 4.38147 2.05780
H -0.19843 2.89721 1.45563
H 0.79621 4.31138 1.87354
H 1.88592 2.23607 1.91626
H 3.33584 0.40790 2.60652
H 1.58154 0.41250 6.49555
H 0.08298 2.28198 5.79866
H 5.14750 -2.06988 2.21526
H 4.37216 -2.44388 -0.13134
H -1.85894 -2.59952 1.77911
H -1.27159 -2.33725 4.18841
H 1.08504 -2.09238 4.82820
C -2.39295 3.39393 -3.21158
C -2.66087 2.04099 -2.61178
C -2.55382 0.88304 -3.37574
C -2.70721 -0.37068 -2.80048
C -2.97102 -0.45097 -1.44632
C -3.09662 0.68636 -0.65974
C -2.94864 1.92638 -1.25090
S -3.06280 -2.04178 -0.66829
C -4.80203 -2.32585 -0.98228
O -2.31576 -3.00462 -1.59349
H -2.38529 3.35511 -4.30026
H -1.41383 3.74331 -2.87138
H -3.13678 4.12389 -2.89035
H -2.31148 0.96023 -4.42967
H -2.59298 -1.27505 -3.38747
H -3.26750 0.59857 0.40857
H -3.00190 2.82219 -0.64279
H -4.99711 -2.17766 -2.04390
H -5.36232 -1.61052 -0.37819
H -5.03503 -3.34633 -0.67543
I 2.19793 -0.78161 -7.52337
C 1.54604 -0.28465 -5.60280
C 1.10103 -1.28871 -4.75633
C 0.69791 -0.93440 -3.48028
C 0.72679 0.37049 -3.02142
C 1.16064 1.35673 -3.89922
C 1.57187 1.03959 -5.18690
C 0.32275 0.79475 -1.61746
O 0.31567 1.98921 -1.36108
O -0.00057 -0.10718 -0.73730
H 1.07335 -2.31865 -5.08369
H 0.34654 -1.73602 -2.81959
H 1.17493 2.38072 -3.54968
H 1.91477 1.81743 -5.85567
```

Computed properties:
- 2S+1 = 3
- HOMO (spin up / spin down) (eV) = -7.34 / -7.36
- frontier orbital gap (spin up / spin down) (eV) = 7.09 / 6.33

---

Calculated values (a.u.) of total energy for the records, taken in order: -3409.305420, -6156.662648, -4637.340686, -2552.437966.
Calculated values (eV) of relative energy (zero: lowest compared OMol25 entry of this formula, charge and spin) for the records, taken in order: 0.704, 1.411, 2.264, 0.073.
Calculated values (eV/A) of largest force on an atom for the records, taken in order: 0.92, 0.37, 2.11, 1.09.